(1)
{"formula": "C7H15P", "method": "ωB97M-V/def2-TZVPD", "de_lowest_kcal_mol": 90.63, "e_tot_ha": -616.86356, "e_homo_ev": [-8.2, -7.6], "charge": 0, "max_force_ev_per_a": 4.6, "homo_lumo_gap_ev": [8.04, 7.69], "species": ["C", "C", "C", "C", "C", "C", "C", "P", "H", "H", "H", "H", "H", "H", "H", "H", "H", "H", "H", "H", "H", "H", "H"], "xyz": [[-2.14, -0.63, 0.85], [-1.07, -0.37, -0.05], [-1.14, -0.83, -1.47], [-0.07, 2.24, -0.95], [0.12, 0.83, 1.82], [2.21, -1.65, 0.17], [0.11, 0.18, 0.46], [1.78, 0.10, -0.20], [-2.30, -0.55, 1.85], [-3.06, -1.12, 0.52], [-0.38, -0.23, -2.00], [-2.15, -0.73, -1.98], [-0.67, -1.82, -1.58], [-0.12, 1.72, -1.99], [0.83, 2.79, -1.09], [-0.92, 2.84, -0.58], [1.06, 1.48, 1.84], [0.20, 0.22, 2.68], [-0.67, 1.40, 2.03], [1.43, -2.45, 0.21], [2.47, -1.50, 1.28], [3.15, -1.95, -0.26], [1.32, 0.05, -1.58]]}


(2)
{"formula": "C20H31O2Pt", "method": "ωB97M-V/def2-TZVPD", "de_lowest_kcal_mol": 39.57, "e_tot_ha": -1050.17836, "s2": 2.014, "e_homo_ev": [-0.5, -1.1], "charge": -1, "max_force_ev_per_a": 3.1, "multiplicity": 3, "homo_lumo_gap_ev": [2.64, 3.26], "species": ["O", "C", "C", "H", "H", "C", "H", "H", "C", "H", "H", "H", "C", "H", "H", "H", "Pt", "C", "C", "C", "H", "C", "C", "H", "H", "H", "H", "C", "C", "C", "H", "C", "C", "H", "H", "H", "H", "O", "C", "C", "H", "H", "C", "H", "H", "C", "H", "H", "H", "H", "C", "H", "H", "H"], "xyz": [[0.35, 0.13, -3.95], [0.20, 1.46, -4.56], [0.04, 0.89, -5.97], [1.10, 2.07, -4.40], [-0.68, 1.98, -4.17], [0.21, -0.48, -5.27], [0.84, 1.12, -6.67], [-0.94, 1.02, -6.42], [1.47, -1.21, -5.69], [2.33, -0.54, -5.62], [1.36, -1.57, -6.72], [1.64, -2.09, -5.04], [-1.02, -1.37, -5.42], [-1.94, -0.84, -5.15], [-0.93, -2.28, -4.83], [-1.09, -1.67, -6.48], [-0.08, -0.18, 3.52], [-1.95, -0.61, 4.66], [-1.77, 0.82, 4.75], [-1.91, 1.38, 3.44], [-1.60, 1.36, 5.68], [-2.17, 0.31, 2.51], [-2.20, -0.92, 3.25], [-2.49, -1.89, 2.85], [-1.97, -1.31, 5.48], [-1.89, 2.43, 3.18], [-2.44, 0.43, 1.46], [1.05, -1.84, 4.95], [0.16, -2.45, 3.99], [0.63, -2.12, 2.66], [-0.65, -3.14, 4.22], [1.78, -1.24, 2.81], [2.02, -1.07, 4.22], [2.84, -0.51, 4.66], [1.02, -1.98, 6.02], [0.28, -2.54, 1.72], [2.40, -0.88, 1.99], [0.53, 0.53, 0.80], [-0.07, -0.33, -0.19], [-0.42, 0.55, -1.36], [-0.94, -0.87, 0.23], [0.70, -1.06, -0.47], [0.45, 1.80, -1.18], [-1.49, 0.82, -1.34], [-0.19, 0.00, -2.26], [0.49, 1.89, 0.33], [0.02, 2.68, -1.65], [1.46, 1.62, -1.58], [-0.44, 2.34, 0.71], [1.36, 2.43, 0.75], [0.99, 1.52, 3.82], [1.12, 1.56, 4.92], [1.97, 1.46, 3.32], [0.44, 2.41, 3.48]]}


(3)
{"formula": "C28H39BN7", "method": "ωB97M-V/def2-TZVPD", "de_lowest_kcal_mol": 215.01, "e_tot_ha": -1497.96687, "e_homo_ev": -5.3, "charge": -1, "max_force_ev_per_a": 15.4, "homo_lumo_gap_ev": 7.94, "species": ["B", "H", "H", "H", "H", "N", "C", "C", "C", "C", "H", "H", "H", "H", "H", "N", "C", "C", "C", "C", "H", "H", "H", "H", "H", "N", "C", "C", "C", "C", "H", "H", "H", "H", "H", "N", "C", "C", "C", "C", "H", "H", "H", "H", "H", "N", "C", "C", "C", "C", "H", "H", "H", "H", "H", "N", "C", "C", "C", "C", "H", "H", "H", "H", "H", "N", "C", "C", "C", "C", "H", "H", "H", "H", "H"], "xyz": [[-0.36, 0.26, -0.51], [-0.94, -0.65, -0.01], [-0.09, 1.05, 0.35], [0.74, -0.08, -0.93], [-0.94, 0.81, -1.36], [-4.06, 0.85, -0.78], [-4.80, 1.59, -1.62], [-6.20, 1.15, -1.33], [-6.11, -0.07, -0.43], [-4.66, -0.12, -0.10], [-3.02, 0.93, -0.77], [-4.57, 2.57, -2.07], [-7.19, 1.58, -1.50], [-7.02, -0.62, -0.10], [-4.18, -0.57, 0.74], [4.28, -1.51, 0.59], [5.62, -1.57, 0.99], [6.54, -1.40, -0.19], [5.50, -1.41, -1.37], [4.03, -1.49, -0.72], [3.41, -1.74, 1.18], [5.93, -1.46, 2.02], [7.58, -1.25, -0.18], [5.64, -1.53, -2.33], [3.07, -1.37, -1.14], [-0.25, -0.26, -3.26], [0.21, -1.42, -4.02], [-0.45, -1.19, -5.42], [-1.05, 0.25, -5.39], [-0.80, 0.78, -4.00], [0.06, -0.16, -2.22], [0.71, -2.25, -3.53], [-0.61, -1.89, -6.16], [-1.54, 0.78, -6.32], [-1.10, 1.71, -3.46], [-1.50, 3.05, 2.13], [-1.62, 4.40, 2.40], [-1.76, 4.54, 3.85], [-1.64, 3.08, 4.45], [-1.48, 2.23, 3.32], [-1.48, 2.70, 1.28], [-1.68, 5.17, 1.71], [-1.96, 5.51, 4.29], [-1.60, 2.86, 5.42], [-1.32, 1.05, 3.22], [-1.93, -3.23, 1.03], [-3.06, -3.46, 0.17], [-3.67, -4.86, 0.63], [-2.75, -5.37, 1.79], [-1.72, -4.30, 1.99], [-1.27, -2.51, 0.92], [-3.47, -2.72, -0.52], [-4.66, -5.17, 0.31], [-2.81, -6.33, 2.39], [-0.93, -4.30, 2.72], [1.41, -1.22, 2.06], [1.66, -2.53, 2.11], [2.71, -2.74, 3.18], [3.00, -1.39, 3.74], [2.13, -0.41, 2.84], [0.64, -0.84, 1.36], [1.16, -3.12, 1.66], [3.09, -3.74, 3.54], [3.78, -1.21, 4.36], [1.88, 0.52, 2.85], [2.14, 2.51, -1.18], [3.39, 2.40, -1.32], [3.92, 3.75, -1.87], [2.71, 4.61, -2.05], [1.56, 3.75, -1.58], [1.56, 1.75, -0.82], [3.87, 1.58, -0.92], [5.00, 4.20, -2.02], [2.77, 5.65, -2.41], [0.51, 3.88, -1.65]]}


(4)
{"formula": "C44H47AsN4O3RuS4SiTe", "method": "ωB97M-V/def2-TZVPD", "e_tot_ha": -6630.79163, "e_homo_ev": -2.0, "charge": -2, "max_force_ev_per_a": 0.5, "homo_lumo_gap_ev": 5.69, "species": ["Ru", "S", "As", "S", "S", "S", "C", "Si", "C", "C", "N", "C", "C", "C", "C", "C", "C", "O", "C", "C", "C", "C", "C", "C", "H", "H", "H", "H", "H", "H", "H", "H", "H", "H", "H", "H", "H", "H", "H", "H", "H", "H", "C", "C", "C", "C", "C", "C", "Te", "N", "C", "O", "C", "C", "C", "C", "C", "C", "C", "C", "C", "C", "C", "C", "C", "C", "C", "C", "H", "H", "H", "H", "H", "H", "H", "H", "H", "H", "H", "H", "H", "H", "H", "H", "H", "H", "H", "H", "H", "H", "H", "N", "C", "O", "C", "C", "C", "N", "C", "C", "H", "H", "H", "H", "H", "H"], "xyz": [[0.41, 1.98, 0.35], [3.40, -0.32, 3.04], [3.04, 1.65, 2.32], [0.89, 2.29, 2.62], [2.73, 1.63, 0.13], [4.35, 3.14, 3.03], [-0.11, 1.35, -4.65], [0.53, 1.10, -2.87], [2.35, 0.68, -3.09], [-0.44, -0.41, -2.33], [0.30, 2.44, -1.77], [0.46, 3.76, -2.13], [0.44, 4.27, -3.44], [0.61, 5.62, -3.74], [0.82, 6.54, -2.73], [0.85, 6.09, -1.42], [0.67, 4.75, -1.14], [0.73, 4.26, 0.16], [0.57, 5.16, 1.20], [1.65, 5.41, 2.02], [1.48, 6.28, 3.10], [0.25, 6.88, 3.33], [-0.82, 6.61, 2.48], [-0.67, 5.74, 1.41], [-0.16, 0.35, -5.08], [0.55, 1.94, -5.28], [-1.12, 1.78, -4.69], [2.52, 0.10, -4.00], [2.74, 0.13, -2.23], [2.93, 1.61, -3.16], [-0.63, -1.05, -3.20], [-1.39, -0.15, -1.88], [0.09, -1.01, -1.59], [0.28, 3.60, -4.26], [0.57, 5.93, -4.77], [0.96, 7.59, -2.95], [1.03, 6.77, -0.60], [2.59, 4.89, 1.87], [2.31, 6.45, 3.77], [0.12, 7.54, 4.17], [-1.79, 7.07, 2.67], [-1.49, 5.51, 0.74], [-1.60, -5.60, -3.99], [-0.74, -4.88, -2.99], [-1.04, -4.91, -1.63], [-0.28, -4.22, -0.69], [-0.67, -4.33, 0.75], [0.83, -3.48, -1.12], [1.99, -2.41, 0.33], [-0.02, 0.24, 0.47], [-1.20, -0.32, 0.83], [-2.16, -0.47, 0.08], [-1.25, -0.92, 2.21], [-2.49, -1.33, 2.71], [-2.58, -1.90, 3.96], [-1.44, -2.08, 4.73], [-0.20, -1.67, 4.24], [-0.11, -1.09, 2.98], [2.91, -4.23, 0.96], [3.45, -5.09, 0.00], [4.03, -6.30, 0.36], [4.08, -6.66, 1.70], [3.54, -5.81, 2.66], [2.94, -4.60, 2.31], [2.36, -3.72, 3.38], [1.16, -3.45, -2.48], [2.33, -2.68, -3.05], [0.36, -4.15, -3.39], [-2.31, -6.27, -3.50], [-0.99, -6.21, -4.67], [-2.16, -4.90, -4.60], [-1.90, -5.48, -1.29], [-1.57, -4.93, 0.86], [-0.86, -3.34, 1.19], [0.13, -4.79, 1.34], [-3.36, -1.19, 2.08], [-3.55, -2.22, 4.34], [-1.51, -2.53, 5.72], [0.70, -1.80, 4.83], [0.87, -0.80, 2.61], [3.42, -4.80, -1.05], [4.45, -6.95, -0.40], [4.53, -7.60, 2.00], [3.57, -6.09, 3.70], [2.30, -4.25, 4.33], [1.37, -3.36, 3.11], [2.97, -2.82, 3.53], [2.85, -2.09, -2.30], [1.99, -2.00, -3.84], [3.05, -3.37, -3.50], [0.62, -4.11, -4.45], [-6.58, 1.45, -0.07], [-5.96, 2.06, 0.99], [-6.56, 2.39, 1.98], [-4.49, 2.29, 0.81], [-3.88, 2.33, -0.44], [-2.50, 2.43, -0.51], [-1.74, 2.49, 0.58], [-2.32, 2.51, 1.78], [-3.69, 2.42, 1.94], [-7.51, 1.12, 0.13], [-6.02, 0.87, -0.68], [-4.45, 2.27, -1.36], [-1.97, 2.43, -1.45], [-1.65, 2.55, 2.63], [-4.14, 2.39, 2.92]]}


(5)
{"formula": "C4H8N2S2", "method": "ωB97M-V/def2-TZVPD", "de_lowest_kcal_mol": 54.76, "e_tot_ha": -1063.00847, "smiles": "[H]/N=C\\NCCSC=S", "e_homo_ev": -8.5, "charge": 0, "max_force_ev_per_a": 4.9, "homo_lumo_gap_ev": 8.51, "species": ["H", "N", "C", "N", "C", "C", "S", "C", "S", "H", "H", "H", "H", "H", "H", "H"], "xyz": [[-1.11, 0.67, -1.99], [-1.88, 0.05, -1.53], [-1.62, -0.99, -0.88], [-0.47, -1.63, -0.71], [0.77, -1.22, -1.59], [1.93, -0.82, -0.63], [1.24, 0.72, 0.08], [0.18, 0.34, 1.44], [-0.82, 1.53, 1.93], [-2.43, -1.61, -0.62], [-0.54, -2.70, -0.59], [0.39, -0.44, -2.26], [0.94, -2.10, -2.08], [1.95, -1.54, 0.14], [2.93, -0.31, -0.98], [0.05, -0.72, 1.86]]}


Look up the charge of the second one. -1